ORCA calculation (wB97M-V/def2-TZVPD) on 9 unconnected molecules or ions with the total composition C42H96ClN4O12 at a distorted geometry.

The geometry in XYZ format:
```
155
Properties=species:S:1:pos:R:3:forces:R:3:lowdin_spin:R:1
Cl 0.041 1.012 -0.265 0.0 -1.2 -0.4 0.00
O -0.973 1.687 -1.019 0.2 0.3 0.2 0.00
O -0.441 0.635 1.027 -0.6 0.7 1.4 0.00
O 0.417 -0.213 -0.896 0.3 -1.0 -1.2 0.00
O 1.241 1.796 -0.149 0.7 1.1 0.4 0.00
C -3.259 -2.548 4.054 -0.3 -1.0 -0.2 0.00
C -1.747 -2.306 4.165 -1.1 1.0 -0.5 0.00
C -1.755 -0.732 4.368 1.7 -0.8 1.2 0.00
C -0.501 -0.218 5.047 -0.3 0.0 0.7 0.00
C -0.160 -0.919 6.348 -0.3 -1.0 -1.4 0.00
C -0.110 -2.481 6.151 0.5 -0.5 0.7 0.00
N -1.231 -3.040 5.374 -1.2 2.8 -0.2 0.00
O -1.260 -4.444 5.265 0.5 0.5 -0.2 0.00
C 1.221 -2.858 5.462 0.8 -0.1 0.3 0.00
C -0.189 -3.030 7.611 0.3 -0.5 -0.6 0.00
C -1.070 -2.583 2.815 0.4 -0.4 0.4 0.00
H -3.763 -2.110 4.915 -0.1 -0.2 0.0 0.00
H -3.534 -3.600 3.973 0.2 -0.3 0.3 0.00
H -3.706 -2.137 3.149 0.3 0.5 0.0 0.00
H -1.684 -0.175 3.434 -1.2 -0.4 -0.3 0.00
H -2.585 -0.500 5.035 -0.2 0.3 -0.5 0.00
H -0.694 0.808 5.361 0.3 0.4 -0.6 0.00
H 0.314 -0.298 4.327 0.3 0.3 0.1 0.00
H -0.867 -0.610 7.117 -0.1 -0.3 0.1 0.00
H 0.826 -0.544 6.625 0.2 -0.4 0.4 0.00
H 2.042 -2.959 6.172 0.0 -0.1 0.4 0.00
H 1.199 -3.797 4.909 -0.4 -0.1 0.2 0.00
H 1.615 -2.124 4.759 -0.5 0.4 -0.2 0.00
H -1.128 -2.770 8.100 0.0 0.3 -0.2 0.00
H -0.120 -4.115 7.687 0.1 -0.1 -0.3 0.00
H 0.650 -2.635 8.183 -0.1 0.2 0.1 0.00
H -1.470 -1.975 2.004 -0.2 0.1 0.2 0.00
H -1.175 -3.626 2.515 0.2 -0.1 0.1 0.00
H -0.017 -2.315 2.896 0.2 -0.2 -0.1 0.00
H -1.982 -4.660 5.859 -0.1 -0.3 0.0 0.00
C -5.927 -4.662 -1.276 0.0 0.0 1.6 0.00
C -5.007 -3.952 -2.243 -0.9 0.8 -2.7 0.00
C -5.936 -2.941 -3.078 0.2 -0.6 0.1 0.00
C -6.256 -1.627 -2.421 -0.6 -0.1 0.1 0.00
C -5.008 -0.980 -1.879 -0.2 -0.3 -0.4 0.00
C -4.135 -1.900 -1.008 -0.2 0.6 1.0 0.00
N -3.895 -3.193 -1.647 0.0 -0.8 -0.9 0.00
O -3.073 -4.072 -0.843 -0.6 0.8 -0.5 0.00
C -2.791 -1.217 -0.852 0.6 0.9 0.4 0.00
C -4.815 -1.973 0.393 0.2 -0.5 0.0 0.00
C -4.436 -4.974 -3.292 0.1 -0.3 1.6 0.00
H -6.280 -3.989 -0.495 -0.2 0.4 -0.2 0.00
H -5.416 -5.406 -0.665 0.2 -0.5 -0.4 0.00
H -6.824 -5.109 -1.705 0.3 -0.1 -0.3 0.00
H -5.584 -2.687 -4.078 0.8 -0.4 0.0 0.00
H -6.868 -3.467 -3.287 0.0 -0.2 0.1 0.00
H -7.067 -1.732 -1.700 0.2 -0.1 0.5 0.00
H -6.707 -0.964 -3.161 0.1 0.1 -0.2 0.00
H -5.335 -0.101 -1.324 0.5 0.1 0.2 0.00
H -4.429 -0.659 -2.745 0.2 0.1 0.0 0.00
H -2.293 -0.916 -1.773 -0.3 -0.4 -0.4 0.00
H -2.961 -0.270 -0.338 0.0 0.1 0.2 0.00
H -2.026 -1.743 -0.282 -0.3 -0.3 0.1 0.00
H -5.887 -2.169 0.376 0.0 0.1 -0.3 0.00
H -4.382 -2.785 0.979 0.2 0.0 0.2 0.00
H -4.652 -1.053 0.953 0.1 0.1 -0.1 0.00
H -5.208 -5.559 -3.792 -0.3 0.5 -0.2 0.00
H -3.929 -5.727 -2.690 0.4 -0.1 -0.1 0.00
H -3.697 -4.571 -3.985 -0.3 0.3 0.0 0.00
H -3.649 -4.335 -0.122 0.0 -0.2 0.5 0.00
C 3.907 4.088 -5.152 1.5 0.1 -0.6 0.00
C 2.588 3.638 -5.738 -0.8 -0.6 1.0 0.00
C 2.215 2.390 -4.882 0.0 -0.6 0.3 0.00
C 1.805 2.634 -3.414 -0.5 0.0 -1.6 0.00
C 0.636 3.570 -3.467 -0.1 0.5 0.6 0.00
C 0.829 4.887 -4.260 -0.3 -0.2 0.4 0.00
N 1.547 4.662 -5.551 -2.2 -2.5 1.5 0.00
O 1.632 5.796 -6.320 0.9 0.3 0.0 0.00
C -0.604 5.364 -4.566 0.4 0.1 -0.6 0.00
C 1.511 5.959 -3.386 0.4 0.1 -0.6 0.00
C 2.575 3.221 -7.230 0.6 0.3 0.3 0.00
H 4.725 3.451 -5.490 0.1 0.0 -0.4 0.00
H 4.001 3.982 -4.071 -0.6 0.3 0.1 0.00
H 4.176 5.105 -5.437 0.1 0.2 0.0 0.00
H 1.463 1.831 -5.439 -0.5 0.0 0.3 0.00
H 3.035 1.681 -4.775 0.6 0.2 -0.8 0.00
H 2.632 3.001 -2.806 0.1 0.2 0.0 0.00
H 1.464 1.700 -2.968 0.2 -0.1 0.0 0.00
H 0.365 3.777 -2.432 -0.2 0.6 0.0 0.00
H -0.250 3.065 -3.851 0.2 -0.3 -0.3 0.00
H -1.003 4.772 -5.390 0.0 0.0 0.0 0.00
H -1.280 5.229 -3.722 0.2 0.2 0.2 0.00
H -0.551 6.404 -4.886 -0.4 0.1 0.0 0.00
H 1.547 6.893 -3.945 0.0 0.1 -0.1 0.00
H 0.982 6.199 -2.463 0.0 -0.4 0.0 0.00
H 2.549 5.689 -3.192 0.0 -0.1 0.4 0.00
H 1.602 2.833 -7.533 -0.1 0.2 0.3 0.00
H 3.292 2.426 -7.431 0.2 0.0 0.2 0.00
H 2.840 4.059 -7.875 -0.1 0.1 0.0 0.00
H 2.453 6.147 -5.966 0.4 1.2 -0.4 0.00
C 5.233 -1.470 2.056 0.2 0.8 -1.2 0.03
C 4.207 -0.455 2.660 0.5 -2.2 2.6 0.06
C 4.353 -0.625 4.273 -1.4 0.1 -0.4 0.00
C 3.657 0.497 5.082 0.9 0.6 -1.6 0.00
C 4.393 1.770 4.647 0.4 0.1 0.4 0.00
C 4.302 2.095 3.122 -0.2 1.1 0.9 0.05
N 4.594 0.888 2.311 -1.8 1.2 -1.8 0.63
O 4.558 1.140 0.912 1.1 -0.5 2.4 0.06
C 2.900 2.711 2.799 -0.7 -0.6 0.3 0.05
C 5.260 3.260 2.786 0.9 -0.9 -0.7 0.02
C 2.739 -0.858 2.224 0.5 0.8 -0.1 0.06
H 5.023 -2.512 2.299 0.0 0.3 0.5 0.00
H 6.255 -1.153 2.261 0.0 -0.3 0.8 0.00
H 5.295 -1.454 0.968 -0.8 0.2 -0.2 0.00
H 3.861 -1.528 4.634 0.0 -0.5 -0.8 0.00
H 5.404 -0.781 4.516 0.1 0.5 0.1 0.00
H 3.623 0.287 6.151 0.5 0.2 0.0 0.00
H 2.617 0.654 4.796 -0.2 -0.5 -0.2 0.00
H 5.453 1.696 4.888 0.2 -0.2 0.0 0.00
H 4.072 2.639 5.221 -0.2 0.2 -0.3 0.00
H 2.716 3.483 3.546 0.4 0.2 0.0 0.01
H 2.814 3.185 1.821 0.1 -0.3 -0.1 0.00
H 2.061 2.039 2.981 0.1 -0.3 -0.4 0.00
H 6.300 2.991 2.969 0.0 0.1 0.7 0.00
H 5.304 3.452 1.714 -0.6 0.2 0.0 0.00
H 4.949 4.148 3.335 0.2 -0.2 -0.1 0.00
H 1.917 -0.289 2.659 0.3 0.4 0.2 0.00
H 2.592 -1.871 2.599 0.2 -0.1 -0.5 0.01
H 2.641 -0.749 1.144 -0.1 -0.5 -0.1 0.00
H 3.617 1.260 0.769 -1.2 0.3 -0.7 0.01
C 5.113 0.102 -2.577 0.0 0.5 -0.3 0.00
C 3.924 -0.232 -1.733 -1.2 -1.3 -0.6 0.00
O 2.935 -0.947 -2.516 0.9 0.5 0.2 0.00
H 5.512 -0.717 -3.174 -0.2 -0.3 0.3 0.00
H 5.895 0.467 -1.911 0.2 0.2 -0.2 0.00
H 4.816 0.874 -3.287 0.2 0.2 0.0 0.00
H 3.444 0.668 -1.349 0.1 0.2 0.1 0.00
H 4.225 -0.887 -0.915 0.0 0.0 0.3 0.00
H 2.107 -0.878 -2.034 -0.5 0.0 0.1 0.00
C -5.217 3.096 0.826 -0.4 0.1 0.3 0.00
C -3.910 2.442 0.560 0.8 -0.7 -0.1 0.00
O -3.556 1.582 1.662 0.0 0.6 -0.5 0.00
H -5.937 2.333 1.120 -0.2 -0.1 -0.3 0.00
H -5.550 3.631 -0.063 -0.2 0.0 0.1 0.00
H -5.195 3.766 1.685 0.3 0.2 -0.1 0.00
H -3.077 3.110 0.341 -0.1 0.5 0.4 0.00
H -3.925 1.843 -0.350 -0.5 -0.2 -0.2 0.00
H -2.624 1.437 1.485 0.4 -0.5 0.4 0.00
C -0.067 -3.821 -2.227 0.4 0.2 1.5 0.00
O -1.101 -3.736 -3.146 -0.3 -0.1 -0.5 0.00
H -0.139 -3.070 -1.441 0.2 1.0 -0.4 0.00
H -0.126 -4.665 -1.540 0.1 -1.0 -0.6 0.00
H 0.899 -3.765 -2.730 -0.1 -0.1 0.1 0.00
H -1.901 -3.577 -2.640 -0.5 0.1 0.0 0.00
C -0.507 -0.364 -4.282 -0.1 -0.6 2.1 0.00
O -0.022 -0.548 -5.566 0.1 0.5 -1.1 0.00
H -1.488 0.108 -4.232 0.0 0.0 -0.6 0.00
H -0.569 -1.315 -3.754 -0.4 -0.3 -0.1 0.00
H 0.119 0.203 -3.593 0.4 0.5 -0.4 0.00
H 0.859 -0.926 -5.518 0.0 0.0 0.1 0.00
```
Forces are in eV/Å.

Summary:
⟨S²⟩: 0.75
Orbital gap (alpha / beta) in eV: 7.29 / 2.87
2S+1: 2
Net charge: 0
HOMO (alpha / beta) in eV: -7.47 / -7.47

=====

ORCA calculation (wB97M-V/def2-TZVPD) on 10 unconnected molecules or ions with the total composition C43H105Cl4O27P3 at a distorted geometry.

The geometry in XYZ format:
```
182
Properties=species:S:1:pos:R:3:forces:R:3:mulliken_charge:R:1
C -1.057 -24.671 11.965 0.3 2.3 -1.5 -0.65
O -2.373 -24.469 12.512 -1.4 -2.5 0.6 -0.22
P -3.510 -25.642 12.391 0.2 -0.7 1.8 0.87
O -4.238 -25.824 11.144 -0.3 0.9 -0.5 -0.67
O -2.736 -26.985 12.771 0.8 0.5 0.3 -0.30
C -3.384 -28.259 12.775 -0.4 -0.2 0.7 -0.66
O -4.480 -25.465 13.720 1.4 0.1 -1.6 -0.29
C -5.491 -24.464 13.713 -0.4 0.6 -0.5 -0.68
H -0.227 -24.449 12.635 -0.5 -0.8 0.8 0.25
H -1.012 -23.782 11.335 0.4 -0.1 -0.6 0.31
H -0.851 -25.506 11.296 -0.6 -0.4 0.6 0.37
H -3.061 -28.848 13.633 0.1 0.5 0.4 0.26
H -3.112 -28.930 11.961 -0.2 0.7 -0.6 0.26
H -4.454 -28.079 12.881 0.0 -0.4 -0.4 0.29
H -6.082 -24.575 14.621 0.3 0.1 0.0 0.24
H -6.166 -24.508 12.858 0.0 -0.7 -0.1 0.32
H -5.061 -23.470 13.588 0.2 0.1 0.7 0.27
C 14.287 -24.758 16.626 2.1 1.3 -2.3 -0.74
O 13.199 -25.193 17.289 -3.0 -2.2 1.4 -0.35
P 12.214 -26.383 16.837 -1.2 0.0 -0.9 1.21
O 11.423 -27.016 17.930 1.1 1.0 -1.3 -0.77
O 13.111 -27.449 15.978 -0.7 2.0 1.3 -0.39
C 13.599 -28.606 16.631 -0.5 -2.4 -0.4 -0.55
O 11.354 -25.619 15.653 0.5 -1.3 1.2 -0.21
C 10.139 -26.194 15.029 1.0 0.6 0.3 0.93
H 15.003 -24.304 17.311 -0.1 -0.2 0.1 0.28
H 14.013 -24.010 15.882 -0.2 0.4 0.1 0.25
H 14.777 -25.507 16.004 0.1 -0.5 0.4 0.31
H 12.891 -29.396 16.381 0.2 -0.3 -0.8 0.01
H 13.548 -28.809 17.700 0.3 1.7 0.5 0.34
H 14.584 -28.840 16.227 -0.1 0.1 0.1 0.33
H 10.422 -26.569 14.046 0.0 0.0 0.1 0.20
H 9.484 -25.336 14.883 -0.1 -0.3 0.1 -0.63
H 9.694 -26.991 15.625 0.1 0.1 0.2 -0.18
C 6.752 -26.267 9.859 0.2 0.9 -2.2 -0.76
O 6.334 -25.539 11.012 -0.5 -0.4 0.9 0.10
P 5.080 -25.928 11.946 -1.7 -0.5 -1.2 0.30
O 4.385 -27.188 11.514 1.2 1.7 0.9 -0.85
O 4.045 -24.599 11.786 4.4 -1.5 0.0 0.14
C 2.877 -24.658 12.509 -2.1 -1.4 0.8 -0.36
O 5.652 -25.913 13.459 -1.0 0.9 -1.7 0.14
C 6.530 -26.975 13.831 0.8 -0.3 -0.2 -0.76
H 6.022 -26.874 9.324 -0.4 -0.3 0.9 0.38
H 7.719 -26.769 9.852 -0.1 -0.4 1.4 0.28
H 6.996 -25.524 9.100 -0.3 0.6 0.1 0.03
H 2.863 -25.510 13.189 0.2 0.2 0.6 0.49
H 2.086 -24.975 11.829 -0.4 0.5 -0.3 0.21
H 2.612 -23.739 13.031 0.4 -0.1 -0.2 -0.26
H 5.978 -27.733 14.388 0.1 0.2 0.2 0.22
H 7.378 -26.530 14.351 -0.4 0.0 0.5 0.03
H 7.015 -27.433 12.970 -0.3 -0.2 -0.3 0.41
C 8.143 -20.215 7.605 -0.7 0.5 -0.3 -0.83
O 7.527 -20.336 8.895 0.8 0.3 -0.1 -0.11
C 8.493 -20.109 9.928 -0.5 0.3 1.3 -0.72
C 7.990 -20.414 11.391 0.4 -2.4 -1.2 -0.04
O 9.067 -21.149 12.044 -0.6 1.5 0.1 -0.38
C 8.725 -21.546 13.370 0.5 -0.8 -0.2 -0.70
C 8.221 -22.974 13.402 -0.2 -2.0 -0.7 1.92
O 9.112 -24.071 12.957 -0.5 0.9 0.8 0.06
C 9.696 -23.975 11.672 1.2 0.3 0.8 -0.54
H 7.380 -20.359 6.840 -0.1 -0.6 0.3 0.30
H 8.998 -20.867 7.425 -0.1 -0.5 0.4 0.24
H 8.491 -19.221 7.323 0.2 0.5 0.8 0.39
H 8.769 -19.058 10.002 0.3 0.2 -0.7 0.24
H 9.358 -20.741 9.727 0.2 0.1 0.2 0.40
H 7.195 -21.156 11.318 -0.6 0.2 -0.2 -0.02
H 7.608 -19.585 11.988 0.4 0.3 -0.1 0.39
H 7.965 -20.893 13.799 -0.1 0.1 0.1 0.39
H 9.628 -21.487 13.977 0.1 0.2 0.0 0.34
H 7.281 -23.098 12.864 -0.1 0.3 -0.6 -0.29
H 7.922 -23.355 14.379 0.4 0.6 0.4 -1.48
H 10.606 -24.573 11.632 -0.2 -0.9 0.4 0.40
H 10.202 -23.011 11.629 -0.9 0.4 -1.1 0.47
H 9.038 -24.337 10.881 -0.1 0.7 -0.2 -0.23
C 8.406 -28.158 18.012 3.5 0.9 1.1 -0.35
O 7.068 -28.088 17.916 -2.1 0.4 -1.6 -0.20
C 6.456 -29.345 17.783 0.5 -0.6 0.5 -0.75
C 6.960 -30.187 16.578 0.2 1.8 0.2 0.27
O 8.294 -30.722 16.730 -1.0 -1.1 -2.1 -0.38
C 8.759 -31.348 15.451 -0.4 0.7 2.1 -0.31
C 10.256 -31.501 15.541 -0.7 0.0 -0.2 -0.82
O 10.912 -30.261 15.380 0.7 0.3 0.5 -0.14
C 10.862 -29.515 14.166 0.1 -1.7 0.3 -0.39
H 8.848 -27.164 17.945 -0.3 0.3 0.1 -0.01
H 9.009 -28.744 17.318 -0.7 -0.2 -0.4 0.13
H 8.705 -28.513 18.999 0.1 -0.3 0.4 0.32
H 5.394 -29.108 17.709 0.0 -0.4 -0.3 0.10
H 6.634 -29.823 18.746 -0.1 -0.7 0.1 0.39
H 7.011 -29.408 15.818 0.1 0.1 -0.6 0.04
H 6.164 -30.834 16.209 0.3 -0.7 0.4 0.29
H 8.567 -30.772 14.546 -0.3 0.7 0.2 0.31
H 8.222 -32.274 15.248 0.1 -0.4 0.5 0.33
H 10.434 -32.300 14.821 0.9 0.2 -0.7 0.43
H 10.624 -31.889 16.491 -0.4 0.1 0.1 0.24
H 11.232 -30.175 13.381 -0.1 0.0 -0.5 0.44
H 11.587 -28.707 14.251 -0.5 0.2 0.2 0.02
H 9.833 -29.229 13.948 0.1 0.5 -0.2 0.03
C 3.760 -20.611 7.804 -0.7 -2.7 0.5 -0.54
O 2.926 -21.191 8.826 -0.4 -0.5 1.9 -0.43
C 3.267 -22.434 9.574 0.4 1.9 -0.4 0.13
C 2.967 -23.750 8.881 -0.2 1.3 0.8 -0.45
O 1.635 -23.624 8.397 0.2 -1.5 -0.7 -0.17
C 1.424 -24.510 7.295 -0.4 -0.8 -1.1 -0.36
C 0.129 -25.358 7.133 -0.8 1.5 1.1 -0.66
O -0.998 -24.533 6.803 0.3 1.0 -0.9 -0.40
C -1.369 -23.571 7.825 0.6 -1.5 0.7 -0.42
H 4.745 -20.269 8.120 -0.1 0.4 0.3 0.16
H 3.106 -19.883 7.325 0.5 0.1 0.0 0.25
H 3.900 -21.499 7.189 0.5 0.5 -1.1 0.24
H 2.704 -22.432 10.507 -0.6 0.5 -0.3 -0.30
H 4.283 -22.341 9.957 0.5 -0.4 -0.4 0.42
H 2.994 -24.484 9.687 0.2 -0.4 -0.2 0.17
H 3.745 -23.972 8.150 -0.4 -0.1 -0.5 0.39
H 2.235 -25.227 7.166 0.3 0.0 0.4 0.44
H 1.443 -23.926 6.375 0.0 0.3 -0.1 0.25
H -0.179 -25.977 7.975 0.4 0.1 0.8 0.31
H 0.249 -26.113 6.356 0.2 0.5 -0.5 0.33
H -1.635 -24.279 8.610 -0.6 0.7 0.8 0.18
H -2.167 -22.873 7.574 -0.3 -0.8 -0.7 0.32
H -0.586 -22.923 8.220 0.6 -0.3 -0.4 0.14
C 1.881 -34.557 14.811 -0.6 -0.4 0.3 -0.54
O 3.073 -35.094 15.326 1.1 -0.5 -1.8 -0.35
C 4.043 -35.424 14.308 0.3 0.8 0.5 -0.79
C 5.075 -34.253 14.089 -0.4 0.5 1.8 -0.42
O 4.522 -32.909 14.099 -1.2 -0.4 -0.5 -0.15
C 5.383 -31.911 13.552 -0.7 -1.1 -0.7 -0.29
C 4.736 -30.534 13.487 0.6 0.4 0.1 -0.36
O 4.494 -29.916 14.709 -0.3 1.6 1.8 -0.01
C 3.266 -30.147 15.405 0.1 -1.8 -1.1 -0.76
H 1.433 -35.174 14.032 0.1 -0.4 -0.2 0.31
H 1.980 -33.564 14.371 0.1 0.3 0.4 0.16
H 1.221 -34.639 15.675 -0.3 0.7 -0.2 0.23
H 3.713 -35.822 13.349 -1.2 0.7 -0.2 0.38
H 4.493 -36.346 14.674 0.9 0.4 0.4 0.38
H 5.710 -34.424 13.219 0.0 0.0 -0.1 0.39
H 5.624 -34.175 15.027 0.9 -0.8 -0.2 0.26
H 5.523 -32.236 12.521 0.5 0.3 -0.4 0.56
H 6.353 -31.956 14.047 0.1 0.4 0.2 -0.12
H 3.900 -30.468 12.791 -0.4 -0.4 0.1 0.46
H 5.460 -29.814 13.106 0.4 -0.5 -0.7 0.04
H 3.188 -29.763 16.422 0.8 0.3 -0.2 0.27
H 3.261 -31.236 15.432 -0.9 -0.2 0.5 0.19
H 2.397 -29.791 14.852 0.0 0.1 -0.2 0.28
C 4.213 -23.656 16.085 2.0 -0.8 1.7 -0.13
O 4.659 -23.942 17.494 -0.1 0.4 -0.2 -0.51
C 5.932 -24.621 17.895 -1.3 0.9 -1.2 -0.95
C 7.283 -24.104 17.349 -2.3 -0.5 0.0 1.77
O 7.598 -22.893 17.999 0.9 -0.2 0.2 -0.51
C 8.884 -22.315 17.648 -1.1 0.4 0.0 -0.06
C 10.071 -23.155 18.140 0.2 0.6 -1.2 0.13
O 10.976 -22.403 18.964 -1.2 -0.4 0.6 -0.54
C 10.437 -22.392 20.302 0.6 -0.1 -0.3 -0.76
H 4.948 -22.962 15.678 0.0 -0.2 -0.4 -0.04
H 3.236 -23.175 16.030 0.1 0.0 0.9 0.30
H 4.142 -24.581 15.513 0.3 -0.1 -0.1 0.18
H 5.784 -25.687 17.722 0.4 -0.1 -0.5 0.33
H 6.050 -24.535 18.975 -0.7 0.4 0.1 0.37
H 7.169 -24.001 16.270 0.4 0.3 -0.3 -0.93
H 7.840 -25.019 17.551 1.3 0.4 0.2 -0.31
H 8.930 -21.324 18.099 -0.1 -0.2 0.6 0.46
H 8.769 -22.015 16.606 0.8 -0.7 -0.6 -0.33
H 10.693 -23.547 17.336 -0.1 0.1 -0.2 0.12
H 9.560 -24.007 18.587 0.6 -0.2 0.8 0.42
H 9.421 -21.998 20.330 -0.2 -0.2 -0.1 0.28
H 11.035 -21.784 20.981 0.3 0.1 -0.4 0.31
H 10.501 -23.420 20.659 -0.4 -0.1 0.3 0.28
Cl 1.108 -21.697 13.053 -0.3 -0.7 0.1 -0.02
C 1.787 -20.071 13.190 -0.1 0.2 0.3 -0.69
C 3.251 -20.063 12.784 -0.3 0.1 -1.3 0.14
Cl 4.348 -20.821 13.982 -0.4 0.4 -0.5 -0.09
H 1.591 -19.771 14.220 0.4 0.1 -0.1 0.39
H 1.111 -19.502 12.552 0.6 0.4 -0.2 0.35
H 3.612 -19.102 12.416 0.0 0.5 1.1 0.40
H 3.343 -20.568 11.822 0.0 -0.8 0.3 -0.40
Cl 6.986 -23.278 6.586 -0.5 -0.1 0.1 -0.05
C 8.490 -23.828 5.797 -1.0 -0.1 0.9 -0.70
C 9.170 -24.928 6.629 0.4 1.3 -1.0 -0.44
Cl 9.854 -24.174 8.154 -0.3 -0.8 -1.1 -0.14
H 9.054 -22.897 5.732 0.5 -0.5 -0.1 0.32
H 8.200 -24.174 4.805 0.2 -0.1 0.1 0.36
H 9.918 -25.226 5.894 0.9 -0.3 0.8 0.37
H 8.594 -25.825 6.853 -0.3 0.5 0.2 0.30
```
Forces are in eV/Å.

Summary:
Orbital gap in eV: 9.30
2S+1: 1
SMILES: COP(=O)(OC)OC.COP(=O)(OC)OC.COP(=O)(OC)OC.COCCOCCOC.COCCOCCOC.COCCOCCOC.COCCOCCOC.COCCOCCOC.ClCCCl.ClCCCl
Net charge: 0
HOMO in eV: -9.12